Entry from the OMol25 dataset: C32H50CoN7OP2 as an isolated structure at a distorted geometry (wB97M-V/def2-TZVPD).

```
93
Properties=species:S:1:pos:R:3:forces:R:3:lowdin_charge:R:1
C 1.7738 -2.2402 -1.3900 -0.059 0.108 0.213 -0.34
C 0.9301 -0.6265 -2.8365 0.428 -0.349 0.299 -0.30
C 2.3666 -2.9396 -2.4448 -0.031 0.088 -0.093 -0.01
C 1.6899 -1.1723 -3.9133 -0.501 0.225 0.007 0.01
C 2.3935 -2.3434 -3.7112 0.181 -0.116 0.177 -0.04
H 2.8197 -3.9052 -2.2313 -0.016 0.200 -0.223 0.12
H 1.6327 -0.6674 -4.8763 0.037 -0.313 0.109 0.12
H 2.9517 -2.8148 -4.5187 -0.174 0.156 0.127 0.12
N 1.1873 -1.0561 -1.5617 -0.791 -0.750 -0.482 0.06
P 1.7795 -1.3352 1.1482 -0.011 -0.762 0.596 1.14
P -1.2312 0.8876 -1.7922 -1.089 0.876 -0.151 1.11
C 1.7538 -2.7933 0.0252 -0.006 0.070 -0.373 -0.24
H 0.8233 -3.3594 0.1833 0.195 0.254 -0.159 0.08
H 2.5818 -3.4902 0.1921 -0.214 0.145 -0.041 0.08
C -0.1675 0.2266 -3.0210 1.687 1.410 -1.731 -0.18
H -0.2781 0.6235 -4.0362 -0.011 -0.316 0.078 0.09
C -2.8264 0.1185 -2.6048 0.179 0.610 0.313 -0.61
C -1.4286 2.7950 -1.9847 0.143 -0.501 -0.566 -0.65
C 1.2280 -2.0865 2.8032 0.816 -0.005 -0.220 -0.67
C 3.6522 -0.9506 1.0908 -0.237 -0.222 0.309 -0.64
C -3.8217 -0.0201 -1.4393 -0.458 -0.222 0.081 -0.11
H -4.4824 0.8568 -1.3696 0.195 -0.229 -0.075 0.08
H -4.4563 -0.9041 -1.5959 -0.010 0.194 0.047 0.09
H -3.3310 -0.1235 -0.4633 -0.190 -0.045 -0.364 0.03
C -3.4387 0.9370 -3.7524 -0.329 -0.120 -0.146 -0.09
H -3.8201 1.9211 -3.4703 0.158 -0.318 -0.110 0.06
H -2.7397 1.0440 -4.5915 -0.171 -0.021 0.195 0.08
H -4.2998 0.3656 -4.1353 0.164 0.103 0.074 0.10
C -2.4949 -1.2279 -3.2660 0.040 -0.293 0.162 -0.10
H -3.4288 -1.7832 -3.4310 0.147 0.122 -0.023 0.10
H -1.9990 -1.0902 -4.2342 -0.145 -0.025 0.186 0.09
H -1.8425 -1.8581 -2.6589 -0.080 0.124 -0.299 0.03
C -2.7954 3.1947 -1.4028 -0.116 0.121 0.015 -0.09
H -2.9668 2.6725 -0.4527 -0.042 0.226 -0.327 0.04
H -2.7874 4.2768 -1.1977 0.011 -0.253 -0.082 0.10
H -3.6400 2.9965 -2.0702 0.262 0.079 0.264 0.06
C -0.3670 3.5044 -1.1448 0.089 0.031 0.094 -0.11
H -0.4757 3.2720 -0.0805 0.115 0.043 -0.212 0.05
H 0.6500 3.2647 -1.4716 -0.157 0.008 0.108 0.08
H -0.5062 4.5901 -1.2598 0.040 -0.246 -0.011 0.10
C -1.2367 3.2454 -3.4339 -0.199 0.396 -0.077 -0.09
H -1.9818 2.8471 -4.1257 0.231 0.110 0.178 0.05
H -1.3254 4.3421 -3.4603 0.107 -0.195 -0.106 0.10
H -0.2375 2.9759 -3.7971 -0.153 0.112 0.051 0.08
C 3.9624 0.0299 2.2304 0.253 0.124 -0.003 -0.09
H 5.0060 0.3619 2.1208 -0.228 -0.036 0.089 0.10
H 3.3287 0.9262 2.1778 0.155 -0.253 0.095 0.07
H 3.8673 -0.4319 3.2219 0.020 0.107 -0.275 0.07
C 4.0143 -0.2863 -0.2504 -0.076 0.146 -0.039 -0.08
H 3.8656 -0.9642 -1.0980 0.094 0.177 0.170 0.07
H 3.4552 0.6344 -0.4291 0.144 -0.188 -0.054 0.06
H 5.0822 -0.0227 -0.2177 -0.236 -0.078 0.006 0.10
C 4.5525 -2.1915 1.2035 0.235 0.049 0.188 -0.09
H 5.5944 -1.8368 1.2261 -0.206 -0.132 -0.025 0.10
H 4.3859 -2.7740 2.1137 0.088 0.138 -0.296 0.06
H 4.4588 -2.8535 0.3339 0.061 0.171 0.183 0.08
C -0.1124 -2.8130 2.6162 -0.059 0.063 -0.042 -0.10
H -0.0246 -3.6992 1.9758 -0.035 0.143 0.186 0.08
H -0.4662 -3.1510 3.6027 0.106 0.086 -0.234 0.10
H -0.8776 -2.1526 2.1905 0.163 -0.087 0.094 0.05
C 1.0230 -0.9407 3.8019 -0.083 0.003 0.188 -0.09
H 0.2015 -0.2820 3.4924 0.175 -0.236 0.030 0.05
H 0.7534 -1.3728 4.7768 0.059 0.150 -0.157 0.10
H 1.9214 -0.3271 3.9405 -0.223 -0.172 -0.013 0.07
C 2.2586 -3.0853 3.3492 -0.260 -0.174 0.481 -0.09
H 2.5010 -3.8751 2.6244 -0.019 0.239 0.168 0.08
H 3.1813 -2.5981 3.6923 -0.289 -0.130 -0.162 0.07
H 1.8168 -3.5808 4.2283 0.150 0.057 -0.149 0.09
Co 0.1300 0.0985 0.0388 0.409 -0.354 -0.034 0.00
C 1.2650 1.3495 0.3257 3.647 4.891 -0.116 -0.28
O 1.9757 2.2533 0.5657 -1.608 -2.250 -0.146 0.07
N -1.1335 -1.2454 -0.0902 -2.436 -4.921 -1.988 0.09
C -1.5792 -2.2004 -0.6357 0.657 2.109 3.568 -0.11
C -2.3269 -3.4280 -0.5989 -0.411 -1.086 -0.781 -0.21
C -3.0815 -3.7347 0.5522 -0.010 0.069 -0.036 -0.02
C -2.3417 -4.3155 -1.6966 -0.186 0.130 0.321 -0.03
C -3.8682 -4.8897 0.5919 0.227 0.088 -0.297 -0.06
H -3.0489 -3.0534 1.4063 -0.048 -0.234 -0.300 0.12
C -3.1539 -5.4506 -1.6640 0.056 0.047 0.224 -0.06
H -1.7174 -4.0957 -2.5641 -0.277 -0.096 0.175 0.12
C -3.9178 -5.7392 -0.5231 0.155 0.252 0.010 -0.06
H -4.4457 -5.1215 1.4917 0.223 0.109 -0.378 0.12
H -3.1928 -6.1156 -2.5311 0.054 0.234 0.351 0.11
H -4.5524 -6.6298 -0.4994 0.258 0.343 -0.028 0.11
N -4.1081 2.2543 2.7045 0.372 -0.419 -0.373 0.14
N -2.7783 2.0542 2.3424 1.178 -0.461 0.340 -0.25
N -1.7869 2.3680 3.1982 -0.723 -0.290 -1.480 0.15
C -0.7251 1.8888 2.5368 -0.607 0.094 0.400 -0.19
N -1.0530 1.2871 1.3895 -2.179 0.119 0.770 -0.04
N -2.4083 1.3790 1.2636 1.329 0.796 1.921 0.11
H -4.6626 2.4279 1.8718 0.131 0.113 0.101 0.10
H -4.1501 3.0051 3.3824 0.098 0.086 -0.124 0.11
H 0.2793 1.9722 2.9484 -0.332 -0.043 -0.343 0.12
```
Positions in Å, forces in eV/Å.

Values from the calculation:
Charge: +1
Multiplicity: 4
LUMO (spin up / spin down) (eV): -2.34 / -3.97
Highest occupied orbital energy (spin up / spin down) (eV): -8.7 / -10.6
Kohn-Sham gap (spin up / spin down) (eV): 6.4 / 6.6
<S²>: 3.847
M (g mol⁻¹): 669.7


Entry from the OMol25 dataset: a 2-piece molecular cluster, C14H21BClN2O8 overall at a distorted geometry (wB97M-V/def2-TZVPD).

```
47
Properties=species:S:1:pos:R:3:forces:R:3:lowdin_charge:R:1
C -0.1223 1.9027 -2.4912 -1.256 -0.683 -0.493 -0.10
C 0.8643 0.9306 -3.2607 1.151 1.037 0.233 -0.27
O 1.0361 -0.3485 -2.6586 -1.092 0.559 -0.492 -0.18
C -0.1027 -1.2028 -2.8453 -0.475 -1.048 0.148 -0.19
C -1.1969 -1.1075 -1.6916 0.878 0.258 0.487 -0.15
C -1.4204 -2.4640 -0.9022 -0.577 0.742 0.199 -0.19
C -1.5911 -2.1602 0.6393 -0.618 -0.849 0.519 -0.23
C -0.2088 -1.9248 1.4280 0.058 -0.153 -0.368 -0.12
C -0.1060 -0.5332 2.1149 -1.878 0.484 1.804 -0.09
C -1.1686 -0.2231 3.1547 1.559 3.201 0.429 -0.47
Cl -2.4419 -1.3676 3.6351 1.367 1.043 -0.508 0.69
C -1.1077 1.1111 3.8131 2.182 -2.281 -3.025 0.04
C 0.0340 1.9892 3.3419 -1.830 -0.335 0.859 -0.19
C 0.1015 3.4288 3.9827 -0.333 -0.763 -0.822 -0.02
B 1.5340 3.7326 4.6514 1.125 0.635 0.742 -0.55
O 1.6334 4.7883 5.5782 0.019 -1.374 -0.748 0.12
O 2.7282 3.0082 4.3815 -1.201 1.383 -0.482 0.10
N 0.9454 1.6400 2.4112 -2.017 0.453 1.918 0.18
N 0.8293 0.4419 1.8921 -1.297 -2.772 -0.035 0.04
C 1.9180 0.0857 0.8782 5.417 -2.428 -3.025 -0.63
O 2.0316 0.8462 -0.0741 -1.560 0.610 1.405 0.05
O 2.6843 -0.9409 1.0818 -3.494 2.474 1.383 -0.04
H 0.0840 2.9975 -2.6733 -0.017 -1.202 0.155 0.07
H -1.1654 1.6849 -2.8934 1.038 0.437 0.535 0.07
H -0.1778 1.6871 -1.3834 0.535 0.320 -1.264 0.05
H 1.8837 1.4294 -3.2443 -1.001 -0.757 0.095 0.12
H 0.6042 0.8224 -4.3606 -0.085 0.105 1.211 0.12
H -0.5726 -1.0422 -3.8540 0.468 -0.174 0.873 0.12
H 0.2793 -2.2648 -2.8391 -0.332 1.388 -0.232 0.10
H -2.1794 -0.7029 -2.0604 0.876 -0.458 0.311 0.11
H -0.8012 -0.3568 -0.9364 -0.383 -0.709 -0.839 0.09
H -2.3671 -2.9455 -1.3014 1.118 0.369 0.620 0.12
H -0.5874 -3.2088 -1.0211 -0.660 0.830 -0.105 0.12
H -2.3290 -1.3204 0.8363 0.901 -0.867 -0.453 0.09
H -2.0501 -3.0824 1.1210 0.407 1.098 -0.507 0.10
H -0.1396 -2.6936 2.2601 -0.046 1.025 -0.821 0.13
H 0.6194 -2.1708 0.7142 -0.467 0.752 0.870 0.12
H -1.8443 1.4493 4.5781 0.808 -0.398 -0.804 0.11
H -0.7585 3.5413 4.7101 1.098 -0.112 -0.710 0.11
H -0.1046 4.1860 3.1627 0.335 -0.800 0.820 0.13
H 2.5495 4.8457 5.9079 -0.492 -0.034 -0.267 0.11
H 2.9742 3.1341 3.4414 -0.191 -0.711 0.550 0.12
C -0.4667 -3.2951 -5.6954 -0.780 0.610 0.669 -0.85
O 0.2050 -3.4288 -4.6363 -0.255 -0.134 -0.010 -0.10
O 0.1277 -3.9432 -6.7618 0.552 -0.375 -0.171 0.00
O -1.5298 -2.6957 -5.9104 0.230 -0.079 0.090 -0.05
H 0.8726 -4.2594 -6.2210 0.213 -0.318 -0.746 0.08
```
Positions in Å, forces in eV/Å.

Values from the calculation:
Charge: -1
Multiplicity: 1
LUMO (eV): 0.29
Highest occupied orbital energy (eV): -4.4
Kohn-Sham gap (eV): 4.6
M (g mol⁻¹): 391.6